# 1
C2H7N2OS | ωB97M-V/def2-TZVPD

Results
* energy: -663.0618 Eh
* energy above the lowest of the compared OMol25 structures with the same formula, charge and spin: 73.1 kJ/mol
* charge: +1
* gap between HOMO and LUMO: 9.0 eV

Geometry as XYZ:
```
13
C2H7N2OS | the OMol25 dataset | ωB97M-V/def2-TZVPD
C 1.50576 -0.32677 0.10176
C -1.74074 0.14960 -0.42557
N 1.92728 -1.55511 0.18221
N -2.58651 0.86240 0.24079
O 0.38865 0.25291 0.04351
S 2.91902 0.84947 -0.08434
H -1.45383 -0.86023 -0.37897
H 2.15530 1.81826 0.06388
H -1.49272 0.46750 -1.42974
H 2.93435 -1.59843 0.46657
H 1.26319 -2.30750 0.26322
H -2.87498 1.79720 -0.14869
H -2.94476 0.45069 1.10537
```


# 2
C2H7N2PS | ωB97M-V/def2-TZVPD

Results
* energy: -929.3053 Eh
* energy above the lowest of the compared OMol25 structures with the same formula, charge and spin: 294.5 kJ/mol
* charge: 0
* gap between HOMO and LUMO (alpha / beta): 6.3 / 6.0 eV

Geometry as XYZ:
```
13
C2H7N2PS | the OMol25 dataset | ωB97M-V/def2-TZVPD
C 0.85426 -1.14776 -0.61113
C 0.42136 1.52875 0.21545
N 0.31489 -0.84775 0.71702
N -0.06734 0.38658 1.01320
P -3.61825 -0.94297 -0.22992
S -2.68857 0.58597 0.53042
H 1.43778 -2.01187 -0.70952
H 0.10907 -0.94443 -1.41346
H 1.49816 -0.23350 -0.90648
H 1.53726 1.41558 0.25975
H 0.20097 1.48992 -0.89482
H 0.13632 2.35917 0.86484
H -0.13592 -1.63769 1.16467
```


# 3
C2H7N2S | ωB97M-V/def2-TZVPD

Results
* energy: -588.1294 Eh
* energy above the lowest of the compared OMol25 structures with the same formula, charge and spin: 16.7 kJ/mol
* charge: -1
* gap between HOMO and LUMO: 6.9 eV

Geometry as XYZ:
```
12
C2H7N2S | the OMol25 dataset | ωB97M-V/def2-TZVPD
S 0.80595 -0.99898 -2.66740
H 1.46719 -2.16383 -2.50429
C -0.81893 1.02873 -0.55059
N -0.03594 0.00778 0.09461
C 0.09370 -0.07947 1.41902
N 0.90438 -0.84836 2.04803
H -0.28317 1.44028 -1.40384
H -1.73607 0.57885 -0.95306
H -1.05173 1.85643 0.13064
H 0.50449 -0.59343 -0.59771
H -0.63367 0.58358 1.93425
H 0.78380 -0.81157 3.05033
```


# 4
C2H7N2S | ωB97M-V/def2-TZVPD

Results
* energy: -588.0170 Eh
* energy above the lowest of the compared OMol25 structures with the same formula, charge and spin: 55.7 kJ/mol
* charge: 0
* spin multiplicity: 2
* expectation value of S²: 0.75
* gap between HOMO and LUMO (alpha / beta): 9.6 / 6.3 eV

Geometry as XYZ:
```
12
C2H7N2S | the OMol25 dataset | ωB97M-V/def2-TZVPD
C -1.95989 -0.05830 -0.72404
S -1.81998 -1.11368 0.77602
H -1.62151 -0.64941 -1.59190
H -2.97211 0.33053 -0.72438
H -1.25515 0.76959 -0.69005
N 1.25754 0.14479 0.42376
C 1.84053 0.72502 -0.65075
N 2.84634 1.52115 -0.71359
H 0.50560 -0.52536 0.36605
H 1.74162 0.41880 1.27096
H 1.24470 0.46092 -1.53675
H 3.59842 1.22166 -0.09465
```


Which of these has the lowest energy above the lowest of the compared OMol25 structures with the same formula, charge and spin? number 3